Entry from the Open Molecules 2025 dataset: a molecular structure, C53H73F9FeN6O4SSe (wB97M-V/def2-TZVPD).

XYZ file:
```
148
C53H73F9FeN6O4SSe wB97M-V/def2-TZVPD
Fe -0.22280 -0.77420 -0.18250
C -7.20240 3.45770 1.15340
C -5.76380 3.55760 1.67130
C -5.18100 4.90160 1.20730
C -5.81670 3.52670 3.20440
C -4.85950 2.44190 1.16940
C -3.52270 2.40680 1.55800
C -2.67000 1.46620 1.02510
Se -0.81850 1.28840 1.59950
C -1.22860 0.01180 3.01280
C -1.50490 0.48200 4.27740
C -1.85420 -0.40330 5.29390
C -1.91930 -1.75590 4.96440
C -1.64030 -2.27530 3.71600
C -1.24860 -1.37230 2.67850
O -0.92580 -1.75500 1.50510
C -1.80400 -3.78100 3.51670
C -0.80060 -4.52370 4.41220
C -3.23900 -4.17270 3.90270
C -1.60790 -4.25390 2.07760
C -2.17460 0.02290 6.71680
C -2.16870 1.54230 6.89660
C -3.57280 -0.47990 7.10490
C -1.13770 -0.59190 7.67040
C -3.08440 0.51840 0.05490
O -2.20650 -0.18320 -0.57830
C -4.48860 0.43570 -0.18750
C -5.31080 1.41120 0.34600
C -5.03180 -0.76650 -0.95080
C -4.61300 -2.00770 -0.14670
C -4.42360 -0.82760 -2.35840
C -6.55830 -0.77060 -1.09160
H -7.77000 4.31170 1.51790
H -7.24240 3.46920 0.06640
H -7.68670 2.55570 1.51830
H -5.80960 5.71820 1.55400
H -4.17850 5.05230 1.59840
H -5.13850 4.94060 0.11980
H -6.45330 4.32850 3.57310
H -6.22580 2.57670 3.53990
H -4.82860 3.64840 3.63880
H -3.13340 3.11210 2.27730
H -1.44980 1.54530 4.44530
H -2.21460 -2.44290 5.74190
H -0.91540 -4.23820 5.45310
H -0.95860 -5.59800 4.33230
H 0.21820 -4.29720 4.10510
H -3.44320 -4.00870 4.95610
H -3.95240 -3.59290 3.31900
H -3.39110 -5.22910 3.69160
H -0.59020 -4.08720 1.74710
H -1.81430 -5.32230 2.00730
H -2.27850 -3.72190 1.40690
H -2.92190 2.00820 6.26480
H -2.40540 1.78520 7.93090
H -1.19530 1.96930 6.66930
H -4.32290 -0.07130 6.43170
H -3.63620 -1.56290 7.06840
H -3.80570 -0.16230 8.11900
H -0.13630 -0.24320 7.42780
H -1.35890 -0.31050 8.69800
H -1.14590 -1.67670 7.60950
H -6.36120 1.36850 0.12030
H -3.52870 -2.05780 -0.07370
H -5.01980 -1.94130 0.86020
H -4.98540 -2.91850 -0.61190
H -3.34340 -0.91760 -2.29240
H -4.81780 -1.68470 -2.90060
H -4.67720 0.06870 -2.92330
H -7.04510 -0.80600 -0.12070
H -6.91410 0.09870 -1.64120
H -6.86150 -1.65680 -1.64640
C 5.25140 -2.67680 3.03620
N 3.84210 -2.47540 2.80320
N 3.34220 -1.20260 2.57790
C 2.20700 -1.28120 1.80030
O 1.54440 -0.29990 1.40960
C 2.01620 -2.67010 1.55490
C 3.04900 -3.35050 2.12570
C 3.34020 -4.80190 2.05390
C 3.83820 -0.09610 3.29080
C 4.13500 -0.22010 4.64650
C 4.66750 0.85720 5.33010
C 4.89410 2.05480 4.67210
C 4.55750 2.18600 3.33540
C 4.03160 1.11370 2.63810
H 5.70710 -1.73990 3.34670
H 5.74530 -3.02540 2.12660
H 5.40180 -3.41190 3.82670
H 1.20580 -3.06340 0.97480
H 2.53990 -5.28550 1.50310
H 3.41120 -5.24530 3.04460
H 4.27850 -4.98250 1.53100
H 3.93070 -1.15340 5.15180
H 4.89930 0.76170 6.37970
H 5.32660 2.88660 5.20410
H 4.71040 3.12540 2.82660
H 3.75570 1.19510 1.60140
C 0.16630 3.57650 -3.33490
C 0.14800 2.83250 -1.97620
N -1.21680 2.68250 -1.52500
C -1.98660 1.99960 -2.53630
C -2.11140 2.88790 -3.79970
N -1.21710 4.05650 -3.59830
C -1.70170 4.88560 -2.46290
C -1.79820 3.96590 -1.21960
H 0.45460 2.91670 -4.15270
H 0.84490 4.42990 -3.32550
H 0.71270 3.37310 -1.21790
H 0.57110 1.82890 -2.05740
H -2.97160 1.77020 -2.13240
H -1.48030 1.05910 -2.75550
H -3.13260 3.25050 -3.93870
H -1.80700 2.35720 -4.70430
H -1.21600 4.62710 -4.44740
H -2.67320 5.30630 -2.72770
H -0.99410 5.70200 -2.30700
H -2.83400 3.81390 -0.90940
H -1.26110 4.39570 -0.37280
S -0.41440 -3.40250 -1.03970
C -1.33920 -3.77010 -2.39090
N -2.17600 -4.81580 -2.35030
C -2.93370 -5.29950 -3.48510
C -3.19970 -4.13540 -4.43570
C -1.87410 -3.44560 -4.75090
N -1.26580 -3.02630 -3.50330
H -2.16250 -5.36300 -1.50200
H -3.87300 -5.72740 -3.12390
H -2.38030 -6.09320 -4.00360
H -3.86290 -3.41920 -3.94980
H -3.67240 -4.49170 -5.35120
H -2.03000 -2.56540 -5.37860
H -1.21100 -4.13680 -5.28790
H -0.53800 -2.32410 -3.51990
F 3.58410 -0.03360 -4.47220
C 2.51910 0.34180 -3.77320
F 2.54780 1.68620 -3.71730
F 1.44040 0.04560 -4.51330
C 2.36600 -0.27360 -2.34440
O 1.10540 -0.16640 -1.96670
C 2.82370 -1.75590 -2.40540
F 2.60650 -2.35870 -1.23800
F 2.10990 -2.41730 -3.32530
F 4.11510 -1.92830 -2.70390
C 3.36270 0.48800 -1.40890
F 3.80490 -0.26720 -0.40320
F 2.78220 1.56610 -0.87850
F 4.45310 0.92420 -2.05640
```

total charge	+1
orbital gap (spin up / spin down)	6.590 / 5.046	eV
2S+1	6
relative energy (zero: lowest compared OMol25 entry of this formula, charge and spin)	0.4324	eV